Record 1
# C5H26NO8

8 unconnected molecules or ions with the total composition C5H26NO8 (ωB97M-V with the def2-TZVPD basis set, OMol25).

Computed properties:
- ΔE to the lowest compared entry with this formula, charge and spin: 49.7 kcal per mole
- Total charge: +2
- LUMO level (alpha / beta): -0.3413 / -0.4687 hartree
- 2S+1: 2
- Gap between HOMO and LUMO (alpha / beta): 7.42 / 3.96 eV
- <S²>: 0.758

```
40
C5H26NO8, DFT ωB97M-V with the def2-TZVPD basis set
O -2.222 2.572 1.553
C -1.594 2.032 2.438
C -0.823 0.877 2.199
C 0.577 0.966 2.909
C 1.041 -0.373 3.283
C 1.511 1.639 1.859
N -0.730 0.654 0.648
H -2.098 2.331 3.391
H -1.244 -0.006 2.663
H 0.516 1.567 3.887
H 0.972 -1.165 2.581
H 0.547 -0.710 4.228
H 2.143 -0.354 3.499
H 2.437 2.268 2.198
H 1.039 2.506 1.419
H 1.869 0.889 1.197
H -1.690 0.591 0.265
H -0.314 1.525 0.111
H -0.243 -0.224 0.381
H -1.281 -2.495 -0.107
H -0.648 -2.399 1.256
O -1.063 -1.864 0.553
H -1.648 -4.374 -1.994
H -0.490 -4.425 -1.054
O -1.267 -4.011 -1.124
H 0.732 2.893 -3.184
H 0.277 1.456 -3.138
O 0.130 2.331 -2.639
H 0.245 3.263 -1.206
H -0.869 4.085 -0.405
O -0.121 3.338 -0.295
H 1.829 -3.684 -2.483
H 2.432 -2.434 -1.679
O 1.657 -3.034 -1.876
H -1.411 -2.117 -3.266
H -0.349 -2.601 -2.172
O -0.612 -1.951 -2.872
H -0.343 -0.198 -4.027
H 0.906 0.153 -4.708
O 0.201 0.482 -4.288
```

These are the Mulliken partial charges, in e, on atoms 1 to 8: -0.05 0.07 -0.03 0.57 -1.57 -1.41 -0.30 0.45

***

Record 2
# C2HClO4

C2HClO4 in the gas phase (ωB97M-V with the def2-TZVPD basis set, OMol25).

Computed properties:
- Structure (SMILES): O=C1OO[C@@]1(O)Cl
- ΔE to the lowest compared entry with this formula, charge and spin: 125.5 kcal per mole
- LUMO level: 0.0074 hartree
- 2S+1: 1
- Gap between HOMO and LUMO: 11.02 eV

```
8
C2HClO4, DFT ωB97M-V with the def2-TZVPD basis set
C 2.712 -0.441 -0.276
C 1.100 0.340 0.072
O 3.473 -0.732 -1.150
O 2.789 -0.697 1.058
O 1.455 -0.206 1.323
O 0.070 -0.233 -0.537
Cl 1.064 2.198 0.012
H -0.879 -0.186 -0.116
```

Formally, the Mulliken partial charges of the atoms, in units of the elementary charge, are as follows: 0.50 0.41 -0.44 -0.10 -0.14 -0.44 -0.17 0.39

***

Record 3
# C10H14Si

C10H14Si in the gas phase (ωB97M-V with the def2-TZVPD basis set, OMol25).

Computed properties:
- Structure (SMILES): C[Si]1(C)CCc2ccccc21
- ΔE to the lowest compared entry with this formula, charge and spin: 2.4 kcal per mole
- LUMO level: 0.0340 hartree
- 2S+1: 1
- Gap between HOMO and LUMO: 9.89 eV

```
25
C10H14Si, DFT ωB97M-V with the def2-TZVPD basis set
C -3.071 1.034 0.431
C -2.220 2.026 -0.040
C -2.605 -0.254 0.549
C -0.917 1.716 -0.377
C -1.305 -0.574 0.209
C -0.453 0.426 -0.207
C -0.652 -1.961 0.401
C 2.199 0.708 1.112
C 2.248 0.085 -1.851
C 0.836 -1.988 0.149
Si 1.295 -0.168 -0.249
H -4.008 1.336 0.894
H -2.595 3.037 -0.166
H -3.254 -1.055 0.871
H -0.223 2.499 -0.663
H -0.933 -2.298 1.421
H -1.121 -2.690 -0.281
H 2.053 1.761 0.897
H 1.694 0.467 2.048
H 3.264 0.421 1.126
H 1.955 1.056 -2.253
H 1.979 -0.715 -2.547
H 3.331 0.051 -1.733
H 1.422 -2.410 0.997
H 1.080 -2.509 -0.739
```

These are the Mulliken partial charges, in e, on atoms 1 to 8: -0.59 -0.41 -0.51 -0.54 0.44 0.38 -0.84 -1.01